Record 1
DFT (ωB97M-V/def2-TZVPD) results for the ion C20H28N3O2 with charge +1.

XYZ file:
```
53
Properties=species:S:1:pos:R:3:nbo_charge:R:1
C -4.785 5.919 -1.283 -0.592
C -3.429 5.761 -1.976 -0.415
C -2.652 4.636 -1.359 -0.023
C -2.810 3.330 -1.813 -0.178
C -2.126 2.287 -1.225 -0.254
C -1.266 2.532 -0.159 0.269
O -0.624 1.420 0.356 -0.541
C 0.329 1.599 1.381 -0.089
C 0.914 0.204 1.626 0.060
O 1.326 -0.336 0.380 -0.724
C -0.148 -0.686 2.319 -0.231
N 0.127 -2.096 2.369 -0.458
C 1.378 -2.597 2.868 -0.224
C 2.160 -3.350 1.756 -0.243
N 1.603 -2.965 0.448 -0.435
C 2.396 -3.300 -0.731 0.337
C 3.244 -4.389 -0.800 -0.263
C 3.921 -4.585 -2.000 -0.137
C 3.715 -3.704 -3.048 -0.230
C 2.830 -2.650 -2.862 0.067
N 2.187 -2.457 -1.725 -0.435
C 0.215 -3.462 0.305 -0.236
C -0.585 -3.046 1.572 -0.226
C -1.101 3.824 0.311 -0.243
C -1.795 4.861 -0.292 -0.205
H -4.648 6.134 -0.226 0.206
H -5.346 6.733 -1.733 0.215
H -5.366 5.004 -1.374 0.205
H -2.868 6.693 -1.883 0.212
H -3.589 5.562 -3.037 0.211
H -3.474 3.129 -2.640 0.217
H -2.247 1.275 -1.579 0.217
H -0.130 1.987 2.297 0.196
H 1.122 2.285 1.054 0.199
H 1.816 0.281 2.241 0.190
H 0.682 -0.026 -0.280 0.515
H -1.097 -0.550 1.797 0.224
H -0.268 -0.304 3.340 0.203
H 1.197 -3.294 3.697 0.209
H 1.967 -1.768 3.255 0.218
H 2.055 -4.430 1.882 0.217
H 3.219 -3.092 1.780 0.238
H 1.510 -1.888 0.426 0.507
H 3.388 -5.064 0.028 0.235
H 4.598 -5.418 -2.104 0.239
H 4.226 -3.830 -3.988 0.242
H 2.625 -1.932 -3.643 0.215
H 0.233 -4.547 0.187 0.221
H -0.201 -3.019 -0.602 0.236
H -0.769 -3.937 2.185 0.201
H -1.553 -2.638 1.286 0.233
H -0.445 4.041 1.139 0.210
H -1.660 5.865 0.080 0.218
```

Output
**Electronic energy**: -1093.41882 hartree
**Kohn-Sham gap**: 0.3064 Eh
**Spin multiplicity**: 1
**SMILES**: CCc1ccc(OC[C@H](O)CN2CC[NH+](c3ccccn3)CC2)cc1
**Energy above the lowest of the compared OMol25 structures with the same formula, charge and spin**: 28.33 kcal per mole
**Net charge**: +1



Record 2
DFT (ωB97M-V/def2-TZVPD) results for a structure of composition C43H66BaCl5N4O9PS2 in a non-equilibrium geometry.

XYZ file:
```
131
Properties=species:S:1:pos:R:3:lowdin_charge:R:1
Ba -0.914 0.516 0.767 1.883
Cl -0.542 -0.024 3.965 0.561
C 1.101 0.545 4.397 -0.882
Cl 2.162 0.694 2.981 0.627
H 1.528 -0.180 5.076 0.038
H 1.012 1.518 4.860 0.040
O 1.137 -3.008 -1.345 -0.043
H 1.437 -2.294 -1.945 0.038
H 1.112 -3.799 -1.893 0.081
O 0.715 -1.860 1.324 -0.167
H 0.908 -2.361 0.515 0.007
H -0.092 -2.260 1.673 0.000
O 0.361 1.869 -0.974 -0.312
H 0.195 2.704 -1.424 0.036
H 0.623 1.223 -1.719 -0.042
O -0.951 -1.035 -1.257 -0.285
H -0.397 -0.589 -1.967 0.030
H -0.558 -1.921 -1.247 0.020
O 2.003 -0.615 -2.736 -0.142
O 0.882 0.336 -2.860 -0.231
O -2.120 -1.357 1.600 -0.872
S -3.089 -2.232 0.780 1.047
C -2.795 -3.888 1.367 -0.375
C -2.133 -4.075 2.571 -0.071
C -1.944 -5.375 3.023 -0.052
C -2.414 -6.451 2.278 -0.054
C -3.067 -6.239 1.069 -0.055
C -3.255 -4.947 0.598 -0.071
C -4.698 -1.952 1.494 -0.387
C -5.810 -2.165 0.693 -0.079
C -7.072 -1.973 1.243 -0.052
C -7.198 -1.566 2.565 -0.052
C -6.067 -1.348 3.347 -0.052
C -4.802 -1.540 2.815 -0.073
H -1.788 -3.226 3.149 0.105
H -1.435 -5.548 3.962 0.115
H -2.269 -7.461 2.639 0.115
H -3.423 -7.080 0.487 0.116
H -3.751 -4.774 -0.351 0.117
H -5.702 -2.470 -0.343 0.112
H -7.953 -2.137 0.636 0.116
H -8.183 -1.414 2.988 0.116
H -6.174 -1.031 4.378 0.116
H -3.912 -1.372 3.409 0.112
Cl 5.364 2.024 5.083 0.705
C 5.797 1.194 3.626 -0.670
C 5.573 -0.166 3.523 -0.106
C 5.880 -0.801 2.329 -0.061
C 6.417 -0.119 1.239 -0.188
C 6.760 -0.813 -0.063 -0.314
C 5.767 -1.918 -0.454 -0.021
N 4.490 -1.227 -0.821 0.062
C 4.175 -0.769 -1.959 0.134
C 2.859 -0.034 -1.852 -0.331
N 2.473 -0.206 -0.417 0.196
C 3.382 -0.869 0.127 -0.053
O 8.081 -1.263 -0.142 -0.062
C 8.481 -2.280 0.788 -0.114
C 8.191 -3.632 0.223 -0.330
C 7.294 -4.539 0.694 -0.977
Cl 6.252 -4.360 2.057 0.708
S 7.239 -5.973 -0.223 1.029
C 8.432 -5.380 -1.297 -0.383
C 8.852 -4.137 -0.946 -0.120
C 6.669 1.245 1.406 -0.569
Cl 7.356 2.182 0.118 0.764
C 6.355 1.909 2.579 -0.116
H 5.165 -0.717 4.359 0.116
H 5.723 -1.872 2.274 0.053
H 6.690 -0.073 -0.863 0.118
H 5.547 -2.647 0.324 0.078
H 6.135 -2.449 -1.327 0.152
H 4.800 -0.901 -2.836 0.185
H 2.995 1.034 -2.064 0.186
H 3.439 -1.211 1.154 0.120
H 8.014 -2.139 1.764 0.112
H 9.553 -2.141 0.909 0.146
H 8.771 -5.991 -2.120 0.080
H 9.610 -3.583 -1.486 0.127
H 6.546 2.969 2.675 0.114
C -2.025 3.679 3.397 -0.029
N -0.808 4.356 2.975 -0.123
C -0.974 5.798 2.752 -0.035
C 0.098 3.638 2.258 -0.503
O -0.206 2.504 1.798 -0.388
N 1.328 4.166 2.077 -0.112
C 2.251 3.590 1.109 -0.047
C 1.920 5.172 2.957 -0.029
H -2.488 4.273 4.185 0.105
H -1.807 2.690 3.792 0.069
H -2.732 3.585 2.569 0.065
H -1.965 5.979 2.330 0.092
H -0.240 6.165 2.043 0.087
H -0.886 6.362 3.680 0.098
H 1.761 2.807 0.540 0.049
H 3.120 3.181 1.630 0.069
H 2.598 4.370 0.428 0.103
H 1.333 5.293 3.862 0.092
H 2.024 6.139 2.464 0.098
H 2.914 4.822 3.238 0.092
C -5.661 3.618 -0.350 -0.102
C -5.014 2.241 -0.214 -0.534
C -4.952 1.821 1.257 -0.114
P -3.351 2.001 -1.037 1.033
C -2.852 3.674 -1.663 -0.547
C -1.951 3.587 -2.900 -0.099
C -2.171 4.447 -0.525 -0.115
C -3.866 1.138 -2.604 -0.551
C -4.280 -0.306 -2.319 -0.122
C -4.955 1.865 -3.397 -0.099
H -6.626 3.621 0.163 0.089
H -5.846 3.894 -1.389 0.072
H -5.052 4.402 0.107 0.071
H -5.664 1.529 -0.727 0.085
H -4.439 2.576 1.860 0.057
H -4.431 0.870 1.398 0.041
H -5.957 1.702 1.673 0.088
H -3.753 4.217 -1.943 0.090
H -1.201 2.794 -2.830 0.058
H -1.426 4.534 -3.050 0.090
H -2.516 3.385 -3.809 0.075
H -1.266 3.935 -0.179 0.050
H -2.825 4.554 0.346 0.055
H -1.890 5.452 -0.853 0.092
H -2.956 1.101 -3.209 0.100
H -5.145 -0.350 -1.649 0.061
H -3.460 -0.878 -1.881 0.034
H -4.572 -0.800 -3.249 0.089
H -5.910 1.844 -2.866 0.077
H -5.116 1.368 -4.358 0.088
H -4.715 2.909 -3.608 0.067
```

Output
**Electronic energy**: -6038.02564 hartree
**Kohn-Sham gap**: 0.2476 Eh
**Spin multiplicity**: 1
**Net charge**: +2



Record 3
DFT (ωB97M-V/def2-TZVPD) results for a cluster of 6 separate species, C10H14BBr4NO14 in total in a non-equilibrium geometry.

XYZ file:
```
44
Properties=species:S:1:pos:R:3:nbo_charge:R:1
N -0.233 -0.744 -0.935 -0.856
H -0.005 -0.754 -1.919 0.477
H -1.191 -0.475 -0.763 0.476
H 0.357 -0.002 -0.587 0.453
H -0.091 -1.633 -0.479 0.442
O -0.458 5.319 -3.687 -0.531
C -0.088 5.219 -2.569 0.683
O 1.144 4.917 -2.175 -0.659
B 1.226 4.889 -0.712 1.153
O -0.143 5.029 -0.217 -0.670
C -0.979 5.252 -1.268 0.675
O -2.201 5.438 -1.237 -0.546
O 1.739 3.517 -0.416 -0.657
C 2.751 3.606 0.486 0.680
O 3.306 2.622 0.989 -0.584
C 3.074 5.143 0.618 0.685
O 2.162 5.795 -0.053 -0.631
O 3.995 5.662 1.341 -0.596
O 0.837 0.608 -7.015 -0.723
C 0.322 0.016 -5.977 0.923
O -0.879 0.115 -5.779 -0.782
O 1.093 -0.683 -5.283 -0.885
H 1.781 0.559 -6.846 0.471
O -6.470 -0.611 1.012 -0.735
C -5.410 -0.782 0.237 0.911
O -5.246 -1.903 -0.222 -0.845
O -4.576 0.104 0.073 -0.807
H -6.577 -1.565 1.025 0.479
Br 3.134 -6.706 0.565 -0.054
C 2.001 -8.351 0.266 -0.406
C 1.302 -8.155 -1.047 -0.462
Br 0.027 -6.664 -0.975 0.015
H 1.309 -8.429 1.104 0.229
H 2.675 -9.208 0.264 0.223
H 0.812 -9.114 -1.212 0.220
H 1.914 -7.978 -1.931 0.236
Br -2.485 1.678 5.399 0.006
C -0.760 1.439 6.322 -0.450
C 0.293 1.193 5.185 -0.423
Br 0.552 -0.749 4.900 -0.045
H -0.738 0.690 7.113 0.229
H -0.489 2.443 6.647 0.219
H 1.276 1.565 5.476 0.220
H -0.061 1.692 4.283 0.243
```

Output
**Electronic energy**: -11818.75598 hartree
**Kohn-Sham gap**: 0.1968 Eh
**Spin multiplicity**: 1
**Energy above the lowest of the compared OMol25 structures with the same formula, charge and spin**: 96.22 kcal per mole
**Net charge**: -2



Record 4
DFT (ωB97M-V/def2-TZVPD) results for an isolated molecule of C2H3NS in a non-equilibrium geometry.

XYZ file:
```
7
Properties=species:S:1:pos:R:3:nbo_charge:R:1
C -1.147 -0.525 -0.249 -0.153
C 0.507 -0.345 -0.178 -0.316
N 0.823 1.028 -0.205 -0.518
S -2.427 0.221 0.168 0.240
H 0.637 -0.891 0.761 0.209
H 0.717 -0.994 -0.975 0.214
H 0.890 1.507 0.676 0.324
```

Output
**Electronic energy**: -530.78583 hartree
**Kohn-Sham gap (alpha / beta)**: 0.3387 / 0.2611 Eh
**Spin multiplicity**: 1
**Energy above the lowest of the compared OMol25 structures with the same formula, charge and spin**: 93.42 kcal per mole
**Net charge**: 0



Record 5
DFT (ωB97M-V/def2-TZVPD) results for the ion C4H5O3 with charge +1 in a non-equilibrium geometry.

XYZ file:
```
12
Properties=species:S:1:pos:R:3:nbo_charge:R:1
C -1.757 1.069 0.191 0.590
C 0.498 -0.319 0.431 -0.138
C -0.472 -0.545 -0.728 -0.132
C -0.587 1.714 0.700 0.385
O -3.098 1.814 0.707 -0.359
O 0.465 1.039 0.880 -0.292
O -1.784 -0.064 -0.376 -0.358
H 0.263 -0.956 1.296 0.252
H 1.533 -0.525 0.136 0.268
H -0.140 -0.009 -1.627 0.230
H -0.581 -1.606 -0.964 0.271
H -0.614 2.747 1.049 0.283
```

Output
**Electronic energy**: -380.67075 hartree
**Kohn-Sham gap (alpha / beta)**: 0.2810 / 0.2808 Eh
**Spin multiplicity**: 1
**Energy above the lowest of the compared OMol25 structures with the same formula, charge and spin**: 98.54 kcal per mole
**Net charge**: +1



Record 6
DFT (ωB97M-V/def2-TZVPD) results for a cluster of 4 separate species, C18H38N4O5PS3 in total.

XYZ file:
```
69
Properties=species:S:1:pos:R:3:nbo_charge:R:1
C 4.032 -1.187 1.042 -0.629
C 4.154 0.332 1.011 -0.223
N 3.168 0.955 0.123 -0.485
C 1.768 0.709 0.536 -0.212
C 1.146 -0.357 -0.364 -0.461
C -0.338 -0.341 -0.492 0.170
C -1.362 0.288 0.158 -0.154
P -1.314 1.424 1.594 0.830
C -1.321 3.081 0.806 -0.929
C -3.050 1.285 2.146 -0.938
N -2.526 -0.168 -0.442 -0.455
C -2.264 -1.045 -1.390 0.228
N -0.945 -1.151 -1.442 -0.150
N -0.250 -2.012 -2.325 -0.421
C 0.013 -1.391 -3.382 0.902
O 0.327 -0.891 -4.367 -0.360
C 3.426 2.320 -0.118 0.697
C 2.617 2.950 -1.218 -0.714
O 4.289 2.918 0.468 -0.566
H 3.296 -1.521 1.774 0.201
H 3.827 -1.595 0.055 0.205
H 4.988 -1.600 1.361 0.234
H 5.137 0.595 0.626 0.225
H 4.113 0.758 2.017 0.194
H 1.791 0.365 1.569 0.221
H 1.217 1.642 0.475 0.207
H 1.561 -0.204 -1.364 0.243
H 1.449 -1.361 -0.061 0.253
H -1.276 3.826 1.598 0.257
H -0.442 3.188 0.171 0.240
H -2.210 3.258 0.200 0.226
H -3.752 1.252 1.307 0.184
H -3.308 2.172 2.718 0.266
H -3.206 0.386 2.741 0.283
H -3.461 0.105 -0.180 0.454
H -2.996 -1.576 -1.972 0.257
H 1.639 2.480 -1.306 0.191
H 2.506 4.011 -1.016 0.241
H 3.134 2.841 -2.167 0.281
C -4.277 -3.468 4.776 -0.832
S -3.844 -1.944 5.620 1.261
O -4.292 -0.822 4.746 -1.010
C -2.070 -2.108 5.395 -0.832
H -5.363 -3.540 4.762 0.239
H -3.889 -3.444 3.757 0.233
H -3.860 -4.313 5.322 0.236
H -1.843 -2.184 4.331 0.232
H -1.719 -2.995 5.922 0.237
H -1.600 -1.222 5.817 0.238
C 2.169 4.572 -6.651 -0.829
S 3.230 4.063 -5.298 1.253
O 2.333 3.629 -4.186 -1.011
C 3.815 5.705 -4.875 -0.829
H 1.667 3.685 -7.031 0.240
H 1.433 5.288 -6.286 0.233
H 2.777 5.014 -7.440 0.236
H 2.965 6.342 -4.632 0.233
H 4.376 6.114 -5.714 0.235
H 4.469 5.611 -4.010 0.245
C -1.645 -4.067 -0.183 -0.833
S -2.731 -4.557 1.167 1.250
O -1.912 -4.522 2.404 -0.984
C -2.894 -6.274 0.675 -0.830
H -1.383 -3.028 -0.030 0.208
H -0.741 -4.676 -0.182 0.246
H -2.168 -4.177 -1.135 0.223
H -1.908 -6.736 0.636 0.239
H -3.386 -6.329 -0.296 0.233
H -3.506 -6.773 1.423 0.252
```

Output
**Electronic energy**: -2839.44889 hartree
**Kohn-Sham gap**: 0.2882 Eh
**Spin multiplicity**: 1
**Net charge**: +1



Record 7
DFT (ωB97M-V/def2-TZVPD) results for a structure of composition C10H3N4O4S3V in a non-equilibrium geometry.

XYZ file:
```
25
Properties=species:S:1:pos:R:3:nbo_charge:R:1
V -0.542 -0.032 -0.618 0.875
O -0.170 3.576 0.946 -0.503
C -0.142 2.399 0.778 0.766
O -0.798 1.727 -0.205 -0.601
C 0.613 1.408 1.625 0.106
C 1.467 1.623 2.683 -0.180
C 2.037 0.503 3.285 -0.135
C 1.736 -0.783 2.845 -0.181
C 0.868 -0.907 1.781 0.122
N 0.366 0.175 1.213 -0.389
C 0.364 -2.142 1.082 0.760
O 0.602 -3.257 1.430 -0.514
O -0.395 -1.785 0.029 -0.621
H 1.678 2.629 3.018 0.255
H 2.722 0.636 4.112 0.237
H 2.159 -1.666 3.304 0.256
S 1.250 2.942 -4.462 0.169
C -0.206 2.807 -3.948 -0.377
S 1.105 0.049 -1.773 0.087
S -1.646 2.656 -3.419 0.216
N -2.999 -4.742 -3.388 -0.348
C -2.918 -3.610 -3.183 0.424
N -2.888 -2.304 -3.003 -0.562
C -2.351 -1.432 -2.351 0.769
N -1.913 -0.470 -1.780 -0.634
```

Output
**Electronic energy**: -3041.49334 hartree
**Kohn-Sham gap (alpha / beta)**: 0.2756 / 0.2755 Eh
**Spin multiplicity**: 1
**Energy above the lowest of the compared OMol25 structures with the same formula, charge and spin**: 4.57 kcal per mole
**Net charge**: 0



Record 8
DFT (ωB97M-V/def2-TZVPD) results for a cluster of 7 separate species, C18H34BNO27S6 in total in a non-equilibrium geometry.

XYZ file:
```
87
Properties=species:S:1:pos:R:3:lowdin_charge:R:1
C 7.013 -0.837 2.784 0.117
C 6.695 0.245 2.413 -0.069
C 6.053 1.501 1.799 -0.183
O 6.996 2.385 1.134 -0.034
C 7.975 1.713 0.417 -0.328
O 7.801 0.852 -0.377 0.118
B 4.743 1.123 0.898 -0.457
O 4.833 0.181 -0.176 0.095
N 3.426 1.752 1.120 -0.125
C 3.325 3.069 0.447 -0.078
C 2.354 0.823 0.681 -0.090
H 7.213 -1.904 3.075 0.042
H 5.646 2.087 2.671 0.150
H 9.033 2.073 0.584 0.155
H 4.740 -0.690 0.258 0.112
H 2.241 3.316 0.280 0.096
H 3.932 3.156 -0.493 0.098
H 3.710 3.880 1.132 0.092
H 1.351 1.250 1.019 0.081
H 2.545 -0.167 1.176 0.100
H 2.289 0.710 -0.436 0.105
O 6.129 -3.527 2.748 -0.251
S 5.887 -4.752 3.436 0.638
O 4.916 -4.874 4.462 -0.205
O 7.301 -5.304 3.987 -0.185
C 7.551 -6.607 3.455 -0.168
C 6.834 -6.632 2.119 -0.169
O 5.622 -5.907 2.341 -0.184
H 7.132 -7.343 4.144 0.134
H 8.621 -6.777 3.352 0.137
H 6.619 -7.644 1.780 0.137
H 7.407 -6.106 1.351 0.135
O -1.275 1.801 0.657 -0.229
S -1.350 0.391 0.462 0.621
O -0.940 -0.242 -0.741 -0.252
O -2.853 -0.085 0.803 -0.181
C -2.824 -1.060 1.851 -0.169
C -1.589 -0.731 2.668 -0.159
O -0.608 -0.336 1.703 -0.196
H -2.743 -2.050 1.393 0.137
H -3.731 -1.008 2.440 0.099
H -1.237 -1.581 3.250 0.140
H -1.768 0.114 3.334 0.104
O -4.324 0.180 3.994 -0.234
S -4.152 1.596 3.936 0.632
O -2.899 2.228 4.160 -0.210
O -5.256 2.275 4.898 -0.178
C -6.072 3.167 4.130 -0.158
C -6.072 2.603 2.728 -0.165
O -4.741 2.118 2.530 -0.177
H -5.610 4.156 4.157 0.119
H -7.074 3.223 4.552 0.140
H -6.326 3.350 1.979 0.109
H -6.759 1.755 2.644 0.136
O -2.582 1.551 -2.799 -0.212
S -2.520 0.156 -3.069 0.644
O -2.360 -0.811 -2.045 -0.252
O -1.393 -0.090 -4.198 -0.172
C -1.978 -0.733 -5.336 -0.193
C -3.426 -0.284 -5.345 -0.172
O -3.808 -0.248 -3.969 -0.190
H -1.900 -1.813 -5.195 0.118
H -1.453 -0.450 -6.243 0.123
H -4.067 -0.960 -5.906 0.130
H -3.523 0.728 -5.750 0.135
O -5.867 5.455 1.618 -0.230
S -5.089 6.537 2.127 0.627
O -5.653 7.604 2.876 -0.211
O -4.230 7.153 0.911 -0.182
C -2.834 7.081 1.220 -0.160
C -2.693 5.880 2.135 -0.154
O -3.859 5.919 2.967 -0.197
H -2.550 8.005 1.730 0.134
H -2.247 6.975 0.309 0.139
H -1.788 5.919 2.739 0.141
H -2.711 4.945 1.570 0.138
O -0.912 -3.880 -9.043 -0.204
S -1.848 -3.535 -8.033 0.640
O -2.058 -2.193 -7.609 -0.229
O -1.551 -4.447 -6.735 -0.185
C -2.717 -5.204 -6.400 -0.165
C -3.448 -5.407 -7.713 -0.167
O -3.278 -4.175 -8.420 -0.184
H -3.316 -4.616 -5.700 0.133
H -2.437 -6.147 -5.933 0.138
H -4.504 -5.627 -7.572 0.137
H -2.987 -6.203 -8.304 0.135
```

Output
**Electronic energy**: -5206.23731 hartree
**Kohn-Sham gap**: 0.3243 Eh
**Spin multiplicity**: 1
**SMILES**: C#C[C@@H](OC=O)B(O)N(C)C.O=S1(=O)OCCO1.O=S1(=O)OCCO1.O=S1(=O)OCCO1.O=S1(=O)OCCO1.O=S1(=O)OCCO1.O=S1(=O)OCCO1
**Net charge**: 0



What is the formula in the sixth record? C18H38N4O5PS3